Density functional theory data (ωB97M-V/def2-TZVPD) for a structure of composition F18P3Rb.

Each line ends with the Mulliken charge.
CARTESIAN COORDINATES (ANGSTROEM)
Rb (0.1105, -0.0821, -0.4242)  1.021
P (-1.9284, -3.2289, -0.1455)  1.159
F (-3.4872, -3.4925, 0.1678)  -0.358
F (-1.6412, -2.9725, 1.4143)  -0.321
F (-1.5899, -4.7962, 0.0436)  -0.363
F (-0.3494, -2.9332, -0.4799)  -0.391
F (-2.1951, -3.4571, -1.7120)  -0.353
F (-2.2167, -1.6294, -0.3300)  -0.376
P (0.2772, 1.0955, 3.4139)  1.192
F (-0.2694, -0.3679, 3.0202)  -0.334
F (-1.2162, 1.6933, 3.2475)  -0.349
F (0.0197, 0.8076, 4.9814)  -0.385
F (0.8209, 2.5814, 3.7511)  -0.369
F (1.7818, 0.5170, 3.5493)  -0.362
F (0.5587, 1.3814, 1.8139)  -0.421
P (1.6257, 2.1365, -3.1958)  1.170
F (1.8649, 1.3895, -4.6052)  -0.362
F (2.9689, 2.9972, -3.4093)  -0.361
F (0.7574, 3.2813, -3.9287)  -0.367
F (1.3713, 2.8492, -1.7633)  -0.326
F (0.2635, 1.2534, -2.9836)  -0.391
F (2.4729, 0.9762, -2.4257)  -0.351

The charge is -2. As for the energy relative to the best compared isomer or geometry (same formula, charge and spin): 0.0 kJ/mol.



Density functional theory data (ωB97M-V/def2-TZVPD) for a cluster of 2 separate species, F2H2O4Si in total at a distorted geometry.

Each line ends with the Mulliken charge.
CARTESIAN COORDINATES (ANGSTROEM)
O (0.2294, -0.8855, 1.2096)  -0.423
O (-1.2963, 1.1285, 0.0849)  -0.399
O (0.0296, -0.9315, -1.7825)  -0.436
O (1.4370, 1.1594, 0.5966)  -0.055
F (-1.1316, -0.2759, -2.2168)  -0.252
F (2.5134, 0.3993, 1.0021)  -0.078
Si (0.0604, 0.4067, 0.3673)  0.813
H (-0.2567, -1.6783, 1.4660)  0.384
H (-1.5851, 0.6774, -0.7271)  0.445

As for the energy relative to the best compared isomer or geometry (same formula, charge and spin): 454.1 kJ/mol.



Density functional theory data (ωB97M-V/def2-TZVPD) for an isolated molecule of F2H2P2S5 at a distorted geometry.

Each line ends with the Mulliken charge.
CARTESIAN COORDINATES (ANGSTROEM)
F (-2.7733, 0.1261, -0.6835)  -0.228
F (1.3424, 0.5235, 0.7615)  -0.179
P (-1.4418, 0.2511, 0.2017)  0.554
P (1.4213, -0.9360, 0.0423)  0.613
S (-0.2701, -0.4337, -1.3930)  -0.233
S (1.1039, -2.3102, 1.3859)  -0.242
S (-1.0678, 2.3069, 0.2466)  -0.166
S (3.1024, -0.9021, -1.2856)  -0.210
S (-1.8010, -0.8144, 1.8262)  -0.282
H (-2.0323, 2.3195, 1.1396)  0.186
H (2.4161, -0.1309, -2.2417)  0.187

As for the energy relative to the best compared isomer or geometry (same formula, charge and spin): 0.0 kJ/mol.



Sequential E output: -77461.5810; -21529.7060; -78224.6276 eV